Density functional theory data (ωB97M-V/def2-TZVPD) for an isolated molecule of C16H18N2O3S.

```
40
C16H18N2O3S | the Open Molecules 2025 dataset | ωB97M-V/def2-TZVPD
C 3.824 2.045 1.373
C 2.789 1.799 0.315
C 1.445 1.736 0.651
C 0.486 1.514 -0.329
C 0.875 1.368 -1.658
C 2.214 1.430 -1.991
C 3.168 1.643 -1.013
H 4.215 1.687 -1.278
H 2.515 1.310 -3.022
H 0.125 1.197 -2.417
N -0.887 1.448 -0.052
C -1.492 1.337 1.155
O -0.925 1.265 2.223
C -3.017 1.345 1.073
H -3.400 1.848 1.961
H -3.390 1.832 0.174
S -3.739 -0.333 1.142
C -4.035 -0.666 -0.634
C -2.710 -0.862 -1.340
O -2.253 -0.025 -2.098
N -2.094 -2.014 -1.028
H -2.498 -2.593 -0.306
C -0.726 -2.318 -1.408
C 0.161 -2.353 -0.206
C 0.196 -3.203 0.862
C 1.201 -2.707 1.727
C 1.696 -1.595 1.122
O 1.073 -1.373 -0.044
H 2.459 -0.899 1.406
H 1.504 -3.123 2.666
H -0.409 -4.075 1.012
H -0.391 -1.529 -2.086
H -0.710 -3.282 -1.927
H -4.583 0.170 -1.067
H -4.645 -1.567 -0.662
H -1.456 1.349 -0.887
H 1.138 1.846 1.678
H 3.400 1.922 2.367
H 4.210 3.061 1.290
H 4.663 1.362 1.258
```

The value obtained for the molecular weight is 318.40 Da. As for the LUMO energy: 0.5 eV. As for the structure (SMILES): Cc1cccc(NC(=O)CSCC(=O)NCc2ccco2)c1. The value obtained for the HOMO-LUMO gap is 8.69 eV. For the energy above the lowest of the compared OMol25 structures with the same formula, charge and spin, the calculation gives 86.5 kJ/mol.

Atomic partial charges in e from the Mulliken method, atoms 1 to 2:
1 C -1.81
2 C 0.80